[1]
# C12H13FNO5W

A molecular structure, C12H13FNO5W (the ωB97M-V functional and the def2-TZVPD basis, OMol25).

```
! RIJCOSX wB97M-V def2-TZVPD def2/J DEFGRID3
* xyz 3 1
W -0.226 -0.072 0.269
O -0.507 -1.485 -1.274
C -0.039 -0.739 -2.486
C -0.471 0.735 -2.413
N -0.020 1.568 -1.193
C 1.373 2.077 -1.317
C 2.336 1.105 -0.667
O 3.483 1.154 -0.512
O 1.544 -0.006 -0.159
C -1.020 2.650 -0.978
C -2.260 2.053 -0.351
O -3.329 2.443 -0.167
O -1.848 0.699 0.151
H -0.622 -2.442 -1.426
H -0.550 -1.178 -3.342
H 1.035 -0.894 -2.569
H -1.558 0.790 -2.456
H -0.079 1.223 -3.308
H 1.478 3.037 -0.808
H 1.667 2.230 -2.358
H -1.281 3.153 -1.912
H -0.630 3.402 -0.288
F 0.186 -0.356 6.187
C 0.121 -0.181 4.923
C 1.274 -0.467 4.145
C 1.209 -0.270 2.809
C -0.027 0.181 2.162
C -1.170 0.470 3.027
C -1.091 0.306 4.368
H 2.179 -0.803 4.636
H 2.097 -0.462 2.219
H -2.100 0.818 2.595
H -1.926 0.529 5.022
*
```

- DFT total energy: -28892.425 eV
- ΔE to the lowest compared entry with this formula, charge and spin: 0.0319 eV
- Gap between HOMO and LUMO: 7.016 eV
- E_HOMO: -20.85 eV

---

[2]
# C5H6BrNS

2 unconnected molecules or ions with the total composition C5H6BrNS (the ωB97M-V functional and the def2-TZVPD basis, OMol25).

```
! RIJCOSX wB97M-V def2-TZVPD def2/J DEFGRID3
* xyz 0 1
C -0.050 -2.132 0.854
C -1.344 -2.419 0.420
C -0.240 -0.259 -0.281
C 1.250 1.806 -0.552
C 0.094 0.953 -0.830
N 0.534 -1.006 0.525
S -1.776 -1.091 -0.578
Br -1.109 1.767 -1.988
H 0.344 -2.831 1.623
H -2.066 -3.179 0.681
H 1.934 1.391 0.272
H 0.911 2.806 -0.447
H 1.871 1.797 -1.382
H -0.353 2.397 1.683
*
```

- DFT total energy: -87645.748 eV
- ΔE to the lowest compared entry with this formula, charge and spin: 3.9901 eV
- Gap between HOMO and LUMO (alpha / beta): 8.395 / 7.428 eV
- E_HOMO (alpha / beta): -9.52 / -7.42 eV